Density functional theory data (wB97M-V/def2-TZVPD) for a structure of composition C22H44N2O7P2 at a distorted geometry.

Atoms and positions in Å:
1 C -0.3801 4.5529 0.0675
2 C -0.6079 5.0502 -1.1426
3 C -0.9947 5.3839 -2.6950
4 O -0.5040 4.3840 -3.6364
5 P 1.2023 4.4236 -3.8153
6 O 1.4939 3.9984 -5.2915
7 O 1.9082 5.9633 -3.5878
8 O 2.0465 3.2942 -2.8312
9 P 0.9813 2.1254 -2.1084
10 C 0.0501 1.1025 -3.4202
11 O 2.0373 1.0455 -1.2302
12 H -0.2529 3.7903 0.9351
13 H -2.1606 5.3421 -2.7178
14 H -0.6967 6.4668 -2.9441
15 H 1.5672 6.4156 -2.7726
16 H 0.2326 -0.0335 -3.2520
17 H 0.3780 1.3253 -4.5036
18 H -1.0788 1.3606 -3.2805
19 H 2.5800 1.6602 -0.6570
20 C -5.4376 3.0616 2.7108
21 C -4.6283 2.3477 1.5923
22 C -5.2398 0.9569 1.2998
23 C -4.9533 -0.0744 2.3859
24 C -3.4598 -0.1549 2.6791
25 C -2.8413 1.2238 3.0118
26 N -3.1898 2.2679 1.9993
27 O -2.4515 2.0123 0.8679
28 C -3.3031 1.6642 4.4209
29 C -1.3042 1.0526 3.1825
30 C -4.8542 3.2522 0.3474
31 H -4.8088 3.7382 3.2966
32 H -6.2436 3.6822 2.3056
33 H -5.9278 2.3618 3.3941
34 H -4.8502 0.5746 0.3480
35 H -6.3243 1.0449 1.1654
36 H -5.5106 0.1597 3.2974
37 H -5.3122 -1.0566 2.0581
38 H -3.2943 -0.8520 3.5098
39 H -2.9527 -0.5943 1.8118
40 H -2.9321 2.6652 4.6636
41 H -2.9256 0.9823 5.1898
42 H -4.3852 1.6647 4.5507
43 H -0.8224 0.6334 2.2923
44 H -1.0776 0.3671 4.0057
45 H -0.8263 2.0103 3.4123
46 H -4.4446 4.2536 0.5077
47 H -5.9202 3.3561 0.1347
48 H -4.4062 2.8383 -0.5611
49 C 1.6667 -4.4329 -1.1448
50 C 2.5214 -3.4239 -0.3279
51 C 3.0406 -2.2973 -1.2523
52 C 4.1650 -2.7421 -2.1814
53 C 5.2910 -3.4030 -1.3948
54 C 4.7924 -4.5582 -0.4942
55 N 3.6303 -4.1597 0.3582
56 O 4.1088 -3.3494 1.3610
57 C 4.4209 -5.7715 -1.3787
58 C 5.9900 -5.0883 0.3457
59 C 1.4990 -2.8060 0.6680
60 H 1.7199 -5.4416 -0.7251
61 H 0.6042 -4.1680 -1.1464
62 H 1.9546 -4.4784 -2.1994
63 H 3.4043 -1.4592 -0.6453
64 H 2.2167 -1.8955 -1.8535
65 H 3.7848 -3.4209 -2.9502
66 H 4.5592 -1.8714 -2.7175
67 H 6.0495 -3.7728 -2.0959
68 H 5.7907 -2.6408 -0.7852
69 H 4.0060 -6.5869 -0.7773
70 H 5.3014 -6.1653 -1.8967
71 H 3.7083 -5.5394 -2.1700
72 H 6.4539 -4.3100 0.9613
73 H 6.7803 -5.4770 -0.3050
74 H 5.6762 -5.9044 1.0040
75 H 1.0949 -3.5671 1.3417
76 H 0.6619 -2.3552 0.1310
77 H 1.9326 -2.0049 1.2741

Its spin multiplicity is 3. The value obtained for the calculated total energy is -2183.3402 hartree. The molecular weight is 510.5 g/mol. For the HOMO-LUMO gap (spin up / spin down), the calculation gives 8.355 / 7.744 eV. The value obtained for the LUMO energy (spin up / spin down) is 0.150 / -0.462 eV.